Model w:
C7H16N2O | ωB97M-V with the def2-TZVPD basis set

The frontier orbital gap comes out at 9.4475 eV. As for the SMILES: CN(C)/C(O)=N\C(C)(C)C.

```
! RIJCOSX wB97M-V def2-TZVPD def2/J DEFGRID3
* xyz 0 1
C 0.074 0.169 1.339
C 0.048 0.976 -2.310
C 0.474 -1.405 -1.960
C 0.115 -1.063 2.227
C 1.459 0.424 0.763
C -0.388 1.415 2.078
N -0.075 -0.169 -1.416
C -1.304 -0.288 -0.738
O -2.330 -0.524 -1.616
N -1.495 -0.179 0.489
H -3.120 -0.581 -1.058
H -0.329 1.876 -1.817
H 1.104 1.143 -2.543
H -0.519 0.827 -3.234
H 0.326 -2.229 -1.256
H -0.007 -1.670 -2.907
H 1.551 -1.287 -2.106
H -1.356 1.256 2.555
H 0.871 -0.937 3.013
H 0.388 -1.951 1.650
H -0.857 -1.256 2.682
H 2.161 0.649 1.576
H 1.483 1.294 0.104
H 1.873 -0.454 0.263
H 0.352 1.707 2.835
H -0.499 2.256 1.387
*
```

natural (NBO) atomic charge list, values in e, 6 entries: atom 1 (C): 0.22, atom 2 (C): -0.40, atom 3 (C): -0.40, atom 4 (C): -0.64, atom 5 (C): -0.64, atom 6 (C): -0.64


Model x:
C7H16N2O | ωB97M-V with the def2-TZVPD basis set

The frontier orbital gap comes out at 10.1189 eV. As for the SMILES: [H]/N=C(\O)C(C)(C)N.C=CC.

```
! RIJCOSX wB97M-V def2-TZVPD def2/J DEFGRID3
* xyz 0 1
C 1.684 -0.455 -0.632
C 2.995 -0.191 0.106
C 1.269 0.793 -1.441
N 1.847 -1.640 -1.465
C 0.572 -0.724 0.362
N 0.641 -0.401 1.562
H 0.954 -1.914 -1.861
H 2.491 -1.443 -2.224
H 3.780 0.044 -0.610
H 2.872 0.638 0.795
H 3.281 -1.074 0.669
H 1.104 1.639 -0.778
H 2.056 1.049 -2.148
H 0.351 0.594 -1.992
C -2.919 0.231 0.859
C -2.490 0.247 2.118
C -2.596 1.274 -0.157
O -0.557 -1.275 -0.262
H -1.209 -1.535 0.408
H -3.553 -0.576 0.511
H -0.256 -0.488 2.097
H -3.501 1.800 -0.443
H -1.923 1.081 2.503
H -2.836 -0.475 2.842
H -1.881 1.993 0.237
H -2.176 0.807 -1.054
*
```

natural (NBO) atomic charge list, values in e, 6 entries: atom 1 (C): 0.03, atom 2 (C): -0.60, atom 3 (C): -0.61, atom 4 (N): -0.83, atom 5 (C): 0.59, atom 6 (N): -0.71


Model y:
C7H16N2O | ωB97M-V with the def2-TZVPD basis set

The frontier orbital gap (alpha / beta) comes out at 7.8566 / 7.8588 eV.

```
! RIJCOSX wB97M-V def2-TZVPD def2/J DEFGRID3
* xyz 0 1
C 0.541 -0.358 1.335
C 0.929 0.964 1.973
C 0.436 1.527 0.695
C 1.556 -1.451 1.533
O -0.761 -0.774 1.699
H -0.893 -0.660 2.653
H 0.371 1.244 2.874
H 2.001 1.066 2.130
H 1.159 1.914 -0.008
H -0.527 2.014 0.678
H 1.538 -1.816 2.571
H 2.561 -1.121 1.270
H 1.322 -2.302 0.893
C -2.008 0.059 -0.968
C -0.352 1.097 -2.427
N -0.598 0.291 -1.238
C 0.309 -0.826 -1.058
N 0.035 -2.056 -1.325
H -0.942 -2.284 -1.151
H 1.331 -0.513 -1.259
H -2.632 0.936 -1.161
H -2.421 -0.755 -1.573
H -1.047 1.937 -2.512
H -0.405 0.525 -3.358
H 0.648 1.526 -2.345
H -2.150 -0.185 0.081
*
```

natural (NBO) atomic charge list, values in e, 6 entries: atom 1 (C): 0.26, atom 2 (C): -0.52, atom 3 (C): -0.23, atom 4 (C): -0.66, atom 5 (O): -0.75, atom 6 (H): 0.46


From most stable to least stable, the computed energies give model x, model w, model y.


Model w:
C22H18N11O4S3Sc | ωB97M-V with the def2-TZVPD basis set

The frontier orbital gap comes out at 6.6932 eV.

```
! RIJCOSX wB97M-V def2-TZVPD def2/J DEFGRID3
* xyz 0 1
Sc 0.195 -0.991 -1.344
S 0.330 -2.107 0.920
C 2.083 -2.004 0.979
C 2.675 -1.270 2.013
C 4.041 -1.069 2.079
C 4.589 -0.292 3.160
N 5.010 0.335 4.025
C 4.874 -1.590 1.078
C 4.305 -2.326 0.054
C 2.932 -2.571 0.011
S 2.455 -3.719 -1.241
C 6.291 -1.347 1.080
N 7.422 -1.151 1.054
H 2.036 -0.835 2.769
H 4.936 -2.719 -0.732
S -1.894 -2.074 -2.153
C -3.011 -1.291 -1.048
N -4.119 -1.863 -0.736
N -4.918 -1.323 0.219
C -4.418 -0.885 1.491
C -3.273 -1.439 2.058
C -2.833 -0.998 3.294
C -3.544 -0.023 3.987
C -4.695 0.511 3.427
C -5.126 0.089 2.175
N -2.740 -0.034 -0.482
N -1.605 0.434 -0.671
C -1.399 1.705 -0.040
C -1.985 1.993 1.186
C -1.735 3.218 1.781
C -0.918 4.150 1.152
C -0.343 3.854 -0.076
C -0.574 2.624 -0.672
H -5.732 -1.912 0.313
H -2.721 -2.205 1.528
H -1.933 -1.425 3.717
H -3.200 0.317 4.955
H -5.255 1.272 3.955
H -6.004 0.526 1.716
H -2.609 1.252 1.666
H -2.175 3.443 2.743
H -0.725 5.105 1.623
H 0.289 4.581 -0.568
H -0.137 2.376 -1.630
N -0.236 -0.041 -4.243
N 1.010 0.399 -4.685
C 1.947 0.685 -3.767
N 3.201 0.866 -4.164
N 1.488 0.800 -2.513
N 2.361 0.852 -1.489
O 1.842 0.472 -0.426
O 3.509 1.233 -1.567
H -0.330 -1.045 -4.350
H -0.984 0.458 -4.704
H 1.315 0.187 -5.624
H 3.490 0.583 -5.084
H 3.893 1.093 -3.465
O 1.158 -3.044 -2.009
O 1.490 -1.824 -2.724
*
```

natural (NBO) atomic charge list, values in e, 6 entries: atom 1 (Sc): 1.31, atom 2 (S): -0.27, atom 3 (C): -0.11, atom 4 (C): -0.16, atom 5 (C): -0.11, atom 6 (C): 0.27


Model x:
C22H18N11O4S3Sc | ωB97M-V with the def2-TZVPD basis set

The frontier orbital gap comes out at 6.0604 eV.

```
! RIJCOSX wB97M-V def2-TZVPD def2/J DEFGRID3
* xyz 0 1
Sc 1.024 -1.078 0.797
S 1.446 -4.629 0.391
C 0.363 -4.359 -0.969
C 0.634 -5.240 -2.016
C -0.163 -5.273 -3.147
C 0.129 -6.213 -4.199
N 0.359 -6.967 -5.034
C -1.219 -4.358 -3.249
C -1.456 -3.462 -2.225
C -0.695 -3.442 -1.047
S -1.151 -2.255 0.166
C -2.056 -4.323 -4.424
N -2.731 -4.292 -5.352
H 1.482 -5.910 -1.958
H -2.261 -2.746 -2.325
S -0.852 0.798 1.641
C -0.336 1.921 0.425
N -0.530 3.208 0.438
N -1.089 3.705 1.527
C -1.342 5.074 1.649
C -1.933 5.523 2.827
C -2.200 6.871 2.996
C -1.880 7.779 1.995
C -1.291 7.318 0.825
C -1.018 5.972 0.640
N 0.237 1.569 -0.810
N 0.657 0.396 -0.945
C 0.953 0.080 -2.338
C 1.736 -1.023 -2.637
C 1.969 -1.363 -3.964
C 1.416 -0.611 -4.987
C 0.623 0.489 -4.677
C 0.385 0.835 -3.359
H -1.332 3.067 2.280
H -2.183 4.813 3.607
H -2.661 7.210 3.914
H -2.088 8.832 2.124
H -1.037 8.016 0.038
H -0.559 5.613 -0.270
H 2.164 -1.634 -1.856
H 2.582 -2.226 -4.188
H 1.589 -0.883 -6.019
H 0.173 1.074 -5.468
H -0.247 1.675 -3.113
N -0.134 -2.923 3.232
N 0.070 -2.142 4.352
C 0.829 -1.043 4.266
N 0.931 -0.269 5.344
N 1.429 -0.846 3.072
N 2.051 0.338 2.827
O 2.345 0.411 1.621
O 2.259 1.220 3.610
H -1.068 -2.849 2.849
H 0.181 -3.874 3.360
H -0.382 -2.346 5.233
H 0.322 -0.435 6.126
H 1.422 0.606 5.274
O 2.398 -2.244 0.089
O 1.733 -3.153 1.041
*
```

natural (NBO) atomic charge list, values in e, 6 entries: atom 1 (Sc): 1.43, atom 2 (S): 0.63, atom 3 (C): -0.26, atom 4 (C): -0.16, atom 5 (C): -0.14, atom 6 (C): 0.27


From most stable to least stable, the computed energies give model x, model w.


Model w:
H3N3 | ωB97M-V with the def2-TZVPD basis set

The frontier orbital gap (alpha / beta) comes out at 8.2859 / 8.3286 eV.

```
! RIJCOSX wB97M-V def2-TZVPD def2/J DEFGRID3
* xyz 0 1
N 0.454 1.784 0.528
N 0.663 -0.612 -0.216
N -0.501 -0.913 -0.328
H 1.442 1.872 0.779
H -1.270 -0.223 -0.354
H -0.787 -1.908 -0.409
*
```

In elementary charge units, the natural (NBO) charges are: atom 1 (N): -0.35, atom 2 (N): -0.15, atom 3 (N): -0.39, atom 4 (H): 0.23, atom 5 (H): 0.34, atom 6 (H): 0.33


Model x:
H3N3 | ωB97M-V with the def2-TZVPD basis set

The frontier orbital gap comes out at 9.5622 eV.

```
! RIJCOSX wB97M-V def2-TZVPD def2/J DEFGRID3
* xyz 0 1
N -1.362 0.160 -0.058
N 1.182 0.360 -0.039
N -0.064 -0.154 -0.156
H -1.556 1.172 0.241
H 1.991 -0.394 0.019
H -0.191 -1.144 -0.007
*
```

In elementary charge units, the natural (NBO) charges are: atom 1 (N): -0.50, atom 2 (N): -0.53, atom 3 (N): -0.03, atom 4 (H): 0.33, atom 5 (H): 0.35, atom 6 (H): 0.38


From most stable to least stable, the computed energies give model x, model w.